Here is a molecular structure, C6H13N2 from OMol25. Energies are from ωB97M-V/def2-TZVPD.

For the gap between HOMO and LUMO, the calculation gives 7.6 eV. The LUMO energy comes out at -4.2 eV. As for the energy relative to the best compared isomer or geometry (same formula, charge and spin): 4.453 eV. Its net charge is +1. As for the highest occupied orbital energy: -11.81 eV.

The geometry in XYZ format:
```
21
Properties=species:S:1:pos:R:3:lowdin_charge:R:1
C 1.36 -2.02 0.15 -0.024
C 1.56 -0.69 0.39 -0.284
C -1.79 -0.87 -0.53 -0.079
C -2.45 -0.18 0.63 -0.107
C -1.28 0.48 -0.76 -0.048
C 1.69 1.68 -0.11 -0.039
N -1.92 1.07 0.15 0.166
N 1.50 0.27 -0.51 -0.088
H 1.62 -2.68 0.97 0.052
H 1.40 -2.52 -0.86 0.081
H 1.55 -0.23 1.41 0.133
H -0.89 -1.55 -0.17 0.139
H -2.37 -1.44 -1.25 0.140
H -3.60 -0.16 0.51 0.180
H -1.94 -0.34 1.60 0.149
H -0.89 0.66 -1.71 0.133
H 1.04 2.17 -0.69 0.024
H 1.68 1.84 1.02 0.128
H 2.68 1.89 -0.44 0.083
H -2.04 1.96 0.46 0.147
H 1.95 0.09 -1.34 0.115
```

=====

Here is a gas-phase ion, C6H13N2 (charge +1) from OMol25. Energies are from ωB97M-V/def2-TZVPD.

For the gap between HOMO and LUMO, the calculation gives 11.4 eV. The LUMO energy comes out at -2.7 eV. As for the energy relative to the best compared isomer or geometry (same formula, charge and spin): 1.178 eV. Its net charge is +1. As for the highest occupied orbital energy: -14.03 eV.

The geometry in XYZ format:
```
21
Properties=species:S:1:pos:R:3:lowdin_charge:R:1
C 0.68 1.61 -0.50 -0.009
C -0.25 0.68 -0.39 -0.124
C 1.95 1.16 0.16 -0.124
C 1.47 -0.04 0.99 -0.082
C 0.54 -1.57 -0.71 0.025
C -2.03 0.71 -0.47 -0.105
N 0.25 -0.52 0.27 -0.143
N -2.42 -0.13 0.62 -0.007
H 0.57 2.57 -0.96 0.125
H 2.71 0.89 -0.58 0.123
H 2.36 1.95 0.78 0.127
H 2.21 -0.84 1.07 0.136
H 1.18 0.29 1.99 0.144
H 1.34 -1.24 -1.38 0.118
H 0.85 -2.49 -0.21 0.114
H -0.35 -1.78 -1.30 0.110
H -2.30 0.30 -1.44 0.104
H -2.28 1.76 -0.40 0.107
H -2.68 0.41 1.44 0.102
H -0.53 -0.83 0.89 0.160
H -3.19 -0.75 0.39 0.101
```

=====

Here is a gas-phase ion, C6H13N2 (charge +1) from OMol25. Energies are from ωB97M-V/def2-TZVPD.

For the gap between HOMO and LUMO, the calculation gives 10.4 eV. The LUMO energy comes out at -3.3 eV. As for the energy relative to the best compared isomer or geometry (same formula, charge and spin): 3.014 eV. Its net charge is +1. As for the highest occupied orbital energy: -13.75 eV.

The geometry in XYZ format:
```
21
Properties=species:S:1:pos:R:3:lowdin_charge:R:1
C 0.70 -0.94 0.44 -0.184
C 1.71 -1.60 0.99 0.130
C -0.54 -1.17 -0.64 -0.087
C -0.57 0.97 -0.32 -0.089
C -2.23 -0.27 0.83 -0.052
C 1.88 1.20 -0.24 0.017
N -1.47 -0.15 -0.36 -0.199
N 0.73 0.55 0.47 -0.090
H 2.45 -0.89 1.37 0.088
H 1.93 -2.66 1.06 0.092
H -0.32 -1.07 -1.77 0.176
H -0.94 -2.12 -0.45 0.106
H -0.10 1.04 -1.25 0.093
H -1.04 1.96 -0.14 0.173
H -2.77 0.60 1.11 0.097
H -2.87 -1.12 0.82 0.102
H -1.54 -0.45 1.62 0.076
H 2.58 1.57 0.55 0.129
H 2.24 0.53 -0.95 0.094
H 1.51 2.07 -0.79 0.108
H 0.72 0.72 1.54 0.222
```

=====

- The lowest energy relative to the best compared isomer or geometry (same formula, charge and spin) belongs to which entry?
  number 2